61
Properties=species:S:1:pos:R:3:forces:R:3 method="wB97M-V/def2-TZVPD" homo_ev=-14.1 total_charge=+2 energy_ev=-80721.1112 e_above_lowest_ev=0.0496 mol_weight_g_mol=622.18
Zr 0.419 0.655 -0.388 -0.2 0.2 -0.2
C 1.045 2.254 -2.435 0.0 0.0 -0.1
C 1.692 2.953 -1.410 0.0 0.0 0.0
C 0.945 3.567 -0.407 0.0 0.0 0.0
C -0.451 3.496 -0.434 0.0 0.0 0.0
C -1.100 2.785 -1.444 0.0 -0.1 -0.1
C -0.352 2.166 -2.452 0.0 0.0 0.0
H 1.627 1.775 -3.211 0.0 0.0 0.0
H 2.773 2.998 -1.395 0.0 0.0 0.0
H 1.443 4.117 0.382 0.0 0.0 0.0
H -1.031 3.998 0.329 0.0 0.0 0.0
H -2.180 2.720 -1.458 0.0 0.0 0.0
H -0.853 1.625 -3.244 0.0 0.0 0.0
C 0.719 -1.045 -3.474 0.0 0.0 0.0
Si -0.364 -2.025 -2.309 0.0 0.0 0.0
C -1.951 -2.460 -3.171 0.0 0.1 0.0
C 0.606 -3.472 -1.644 0.1 0.1 0.0
N -0.724 -0.880 -0.934 0.2 0.1 0.3
C -1.555 -1.292 0.161 0.0 -0.1 0.0
C -2.061 -2.581 0.311 -0.1 0.0 0.0
C -2.768 -2.945 1.447 0.0 0.0 0.0
C -2.972 -2.042 2.477 0.0 0.0 0.0
C -2.483 -0.747 2.366 -0.1 -0.1 -0.1
C -1.815 -0.409 1.211 -0.1 0.0 0.0
O -1.261 0.900 1.020 0.2 -0.2 0.1
C -1.626 1.934 1.933 -0.1 0.0 -0.1
C -0.689 2.372 2.842 0.0 0.1 0.1
C -1.037 3.440 3.667 0.1 -0.1 0.0
C -2.292 4.019 3.565 0.0 0.0 0.0
C -3.217 3.539 2.644 0.0 0.0 0.0
C -2.889 2.481 1.809 0.1 0.0 0.1
H 1.105 -1.759 -4.208 0.0 0.0 0.0
H 1.607 -0.583 -3.035 0.0 -0.1 0.1
H 0.162 -0.296 -4.041 0.0 0.0 0.0
H -1.718 -2.958 -4.115 0.0 0.0 0.0
H -2.513 -1.555 -3.411 0.0 0.0 0.0
H -2.610 -3.121 -2.610 0.0 0.0 0.0
H 1.063 -4.000 -2.485 0.0 0.0 0.0
H 0.026 -4.201 -1.082 0.0 0.0 0.0
H 1.423 -3.128 -1.003 0.0 0.0 0.0
H -1.915 -3.312 -0.469 0.0 0.0 0.0
H -3.157 -3.951 1.526 0.0 0.0 0.0
H -3.513 -2.334 3.366 0.0 0.0 0.0
H -2.635 -0.026 3.157 0.0 0.0 0.0
H 0.282 1.898 2.934 0.0 0.0 0.0
H -0.324 3.804 4.394 0.0 0.0 0.0
H -2.556 4.843 4.213 0.0 0.0 0.0
H -4.198 3.990 2.578 0.0 0.0 0.0
H -3.595 2.085 1.090 0.0 0.0 0.0
Cl 5.841 -3.615 2.053 0.0 0.0 0.0
C 4.801 -2.510 1.245 0.0 0.0 0.1
C 3.643 -2.081 1.885 0.0 0.0 -0.1
C 2.854 -1.199 1.184 -0.1 0.0 0.0
Cl 1.338 -0.582 1.859 0.1 0.0 0.1
C 3.143 -0.725 -0.087 0.0 -0.1 0.1
O 2.290 0.141 -0.663 -0.2 0.0 -0.2
C 4.306 -1.178 -0.697 0.0 0.0 0.1
Cl 4.694 -0.621 -2.276 0.0 0.0 0.0
C 5.132 -2.070 -0.030 0.0 0.0 0.0
H 3.385 -2.428 2.875 0.0 0.0 0.0
H 6.037 -2.422 -0.504 0.0 0.0 0.0

=====

63
Properties=species:S:1:pos:R:3:forces:R:3 method="wB97M-V/def2-TZVPD" s_squared=0.798 homo_ev="-13.9 / -14.1" total_charge=+2 spin_multiplicity=2 energy_ev=-145987.3326 mol_weight_g_mol=726.97
Co -0.827 -0.410 -0.452 -0.8 0.1 0.0
C -2.214 -2.859 -0.541 0.0 0.1 -0.2
N -1.063 -2.196 -1.220 -0.1 0.0 0.0
C 0.078 -3.140 -1.186 -0.1 0.1 0.2
C -1.395 -1.939 -2.661 0.2 -0.3 0.0
C -2.364 -0.799 -2.776 -0.2 0.2 0.2
N -1.942 0.160 -1.759 0.6 0.3 -0.4
C -2.238 1.520 -1.819 0.1 -0.6 0.1
C -1.686 2.290 -0.809 0.2 0.1 0.1
F -0.834 1.588 0.047 -0.1 -0.1 0.0
C -1.878 3.643 -0.657 0.1 -0.1 0.1
F -1.275 4.286 0.340 0.0 0.0 -0.1
C -2.693 4.297 -1.553 -0.1 0.1 -0.1
C -3.272 3.558 -2.570 0.0 0.0 -0.1
F -4.067 4.154 -3.442 0.0 0.0 0.0
C -3.054 2.195 -2.718 -0.2 0.0 -0.2
F -3.662 1.539 -3.709 0.0 0.0 0.0
H -2.423 -3.804 -1.045 0.0 0.0 0.0
H -3.093 -2.222 -0.589 0.0 0.0 0.0
H -1.962 -3.052 0.497 0.0 0.0 0.0
H -0.197 -4.047 -1.727 0.0 0.0 0.0
H 0.308 -3.395 -0.154 0.0 0.0 0.0
H 0.942 -2.694 -1.667 0.0 0.0 0.0
H -1.772 -2.860 -3.112 0.0 0.0 0.0
H -0.457 -1.677 -3.154 0.0 0.0 0.0
H -3.392 -1.112 -2.569 0.0 0.0 -0.1
H -2.347 -0.398 -3.786 0.1 0.0 0.0
H -2.881 5.358 -1.467 0.0 0.0 0.0
Ge 1.815 -0.058 -0.673 0.3 0.3 -0.6
C 2.389 -1.157 0.750 -0.1 -0.2 0.3
C 2.851 -2.465 0.536 0.0 0.1 0.0
C 3.449 -3.164 1.570 0.0 0.0 0.1
C 3.571 -2.575 2.825 0.0 0.0 0.0
C 3.109 -1.282 3.052 0.0 0.0 0.0
C 2.524 -0.571 2.021 0.0 0.0 -0.1
C 2.463 1.729 -0.504 0.1 0.2 0.1
C 1.826 2.960 -0.648 0.0 -0.1 -0.1
C 2.559 4.131 -0.562 0.0 0.0 0.0
C 3.930 4.089 -0.347 0.0 -0.1 0.0
C 4.575 2.869 -0.209 0.0 0.0 0.0
C 3.847 1.690 -0.275 0.0 0.0 0.1
H 1.896 -0.682 -2.067 -0.2 -0.1 0.0
H 2.785 -2.924 -0.442 0.0 0.0 0.0
H 3.834 -4.160 1.400 0.0 0.0 0.0
H 4.041 -3.125 3.630 0.0 0.0 0.0
H 3.222 -0.827 4.028 0.0 0.0 0.0
H 2.194 0.448 2.195 0.0 0.0 0.0
H 0.769 3.027 -0.839 0.0 0.0 0.0
H 2.058 5.084 -0.668 0.0 0.0 0.0
H 4.498 5.008 -0.289 0.0 0.0 0.0
H 5.642 2.829 -0.041 0.0 0.0 0.0
H 4.374 0.750 -0.144 0.0 0.0 0.0
I -0.230 -2.453 5.102 0.1 -0.1 0.1
C -1.313 -1.459 3.654 -0.1 0.1 -0.1
C -2.568 -0.925 3.922 0.0 0.0 0.0
C -3.256 -0.280 2.905 0.0 0.0 0.0
C -2.679 -0.182 1.657 0.1 0.0 0.0
N -1.466 -0.695 1.396 0.4 -0.3 0.5
C -0.796 -1.323 2.378 -0.2 0.0 -0.1
H -3.004 -1.014 4.908 0.0 0.0 0.0
H -4.235 0.143 3.078 0.0 0.0 0.0
H -3.185 0.312 0.836 0.0 0.0 0.0
H 0.173 -1.730 2.125 0.0 0.0 0.0